No. 1
56
Properties=species:S:1:pos:R:3 method="wB97M-V/def2-TZVPD" total_charge=-1 s_squared=6.06 multiplicity=5 total_energy_ev=-97232.279 orbital_gap_ha="0.2316 / 0.1226" e_homo_ev="-4.018 / -3.981"
Cr -1.6020 1.8314 -0.1208
C -4.4446 2.6850 2.9193
C -3.1417 2.2977 2.2635
O -3.1106 2.2552 1.0041
C -2.0487 1.9977 3.1066
C -0.7608 1.6297 2.7272
C 0.2457 1.1915 3.7525
N -0.3768 1.6650 1.4567
N 0.8563 1.2956 1.1414
C 1.0755 1.3264 -0.1680
O 0.1292 1.5717 -0.9896
C 2.4052 0.9707 -0.6523
C 2.6472 0.9222 -2.0251
C 3.8833 0.5291 -2.4958
C 4.8861 0.1712 -1.6073
C 4.6473 0.2169 -0.2422
C 3.4162 0.6119 0.2377
H -5.1170 3.0993 2.1710
H -4.2799 3.4044 3.7214
H -4.8973 1.7841 3.3324
H -2.2529 1.9887 4.1660
H -0.1281 1.3349 4.7620
H 1.1721 1.7464 3.6054
H 0.4545 0.1326 3.6007
H 1.8542 1.2034 -2.7007
H 4.0702 0.4936 -3.5575
H 5.8568 -0.1264 -1.9769
H 5.4266 -0.0665 0.4505
H 3.2021 0.6581 1.2939
I -1.1767 4.4711 -0.2743
C -2.7418 2.0148 -1.9575
I -4.2279 0.5111 -1.9089
H -2.0505 1.7863 -2.7673
H -3.2572 2.9532 -2.1377
F -4.1111 -0.3696 2.5211
B -3.0324 -1.0413 2.0079
F -2.1034 -1.3037 3.0050
F -3.4199 -2.2082 1.4007
F -2.3729 -0.2046 1.0512
C -0.5985 -2.7079 0.3601
S -0.0734 -1.1394 -0.4407
O -1.2191 -0.6098 -1.1985
C 0.8869 -2.0394 -1.6906
C 2.1983 -2.4016 -1.4387
C 2.8735 -3.1717 -2.3704
C 2.2350 -3.5655 -3.5370
C 0.9332 -3.1657 -3.7960
C 0.2581 -2.3929 -2.8674
H -1.4013 -3.1576 -0.2095
H -0.9567 -2.4731 1.3562
H 0.2657 -3.3605 0.4215
H 2.6800 -2.0830 -0.5262
H 3.8959 -3.4659 -2.1841
H 2.7610 -4.1781 -4.2555
H 0.4433 -3.4596 -4.7139
H -0.7559 -2.0586 -3.0257

=====

No. 2
48
Properties=species:S:1:pos:R:3 method="wB97M-V/def2-TZVPD" total_charge=0 total_energy_ev=-30904.938 orbital_gap_ha="0.1195 / 0.1194" e_homo_ev="-4.769 / -4.769"
C 2.1612 -3.3228 -4.0405
C 1.3333 -2.7889 -5.2133
H 3.1977 -2.9725 -4.0950
H 2.1803 -4.4181 -4.0347
H 1.7485 -2.9925 -3.0810
H 1.1728 -1.7087 -5.1262
H 1.8344 -2.9744 -6.1696
H 0.3494 -3.2688 -5.2552
C 2.4306 1.5946 1.4486
C 3.0899 2.4467 2.3272
C 2.7504 3.7987 2.3347
C 1.7647 4.2487 1.4641
H 2.6453 0.5301 1.3900
H 3.8530 2.0511 2.9890
H 3.2441 4.4933 3.0073
H 1.4864 5.2963 1.4548
N 1.4779 2.0255 0.6060
C 1.1383 3.3405 0.6041
C 0.0860 3.7215 -0.3509
N -0.4211 2.7123 -1.1195
C -1.3872 3.0022 -2.0120
C -1.3826 5.3205 -1.4081
C -1.8925 4.2824 -2.1871
H -1.7520 2.1635 -2.5939
H -2.6714 4.4539 -2.9223
C -0.3859 5.0304 -0.4853
H 0.0271 5.8193 0.1325
H -1.7532 6.3348 -1.5166
Ba 0.3832 0.8355 -0.7964
C -0.7852 -0.0711 -2.2012
H -0.5653 0.4302 -3.1529
H -1.8250 0.1053 -1.8960
H -0.6132 -1.1421 -2.3060
O -2.5983 -3.1251 0.8397
C -2.1199 -3.3718 2.0816
C -2.6890 -4.4593 2.7562
C -2.2844 -4.7944 4.0448
C -1.3031 -4.0419 4.6827
C -0.7202 -2.9524 4.0329
C -1.1029 -2.5922 2.7238
C -0.4161 -1.4233 2.0941
O 0.4106 -0.6764 2.7906
O -0.5864 -1.1587 0.8255
H -2.3674 -2.3920 0.2650
H -3.4595 -5.0494 2.2738
H -2.7366 -5.6384 4.5501
H -0.9907 -4.3060 5.6843
H 0.0440 -2.3959 4.5601

=====

No. 3
50
Properties=species:S:1:pos:R:3 method="wB97M-V/def2-TZVPD" total_charge=0 total_energy_ev=-36696.914 smiles=CC(C)Nc1nc(C#N)cnc1N1CCC([C@@H](F)c2ccc(F)cc2F)CC1 orbital_gap_ha=0.3066 e_homo_ev=-8.401
C -0.8106 2.5339 -1.7539
C -2.1527 1.8163 -1.7864
C -3.1191 2.7230 -1.0727
N -1.8466 0.6286 -0.9129
C -2.7676 -0.3440 -0.5360
N -3.8001 -0.4978 -1.3892
C -4.5085 -1.5889 -1.1569
C -5.5637 -1.8593 -2.0589
N -6.5364 -2.1677 -2.6161
C -4.3280 -2.3979 0.0046
N -3.2568 -2.3907 0.8158
C -2.4758 -1.3539 0.5267
N -1.1498 -1.2712 1.0434
C -1.0176 -0.8025 2.5061
C 0.0061 0.3063 2.2171
C 1.3125 -0.3575 1.5070
C 2.2624 0.7553 1.3161
F 2.5847 1.2339 2.6002
C 3.5214 0.4759 0.6009
C 3.7286 0.8144 -0.7713
C 4.8869 0.5162 -1.3696
C 5.8368 -0.2461 -0.6239
F 7.0170 -0.5072 -1.1997
C 5.5354 -0.7946 0.6359
C 4.3784 -0.4023 1.2412
F 3.9400 -1.1352 2.2365
C 1.0413 -1.0954 0.1389
C -0.1439 -1.9983 0.3382
H 0.0568 2.0253 -2.2213
H -0.6829 2.8282 -0.7177
H -0.7781 3.5029 -2.2979
H -2.3008 1.5809 -2.7883
H -4.0644 2.2024 -0.8884
H -3.3459 3.5842 -1.7370
H -2.7511 3.1330 -0.0661
H -1.0304 0.6372 -0.3240
H -5.0559 -3.1843 0.0753
H -0.6448 -1.6216 3.2534
H -1.9556 -0.3492 2.9545
H 0.4088 0.6887 3.2210
H -0.4254 1.1284 1.6277
H 1.7719 -1.1067 2.1607
H 1.7304 1.5293 0.8017
H 2.8730 1.0848 -1.4357
H 5.0564 0.6224 -2.4595
H 6.2710 -1.5412 1.1267
H 0.9078 -0.4005 -0.6655
H 1.8934 -1.7638 -0.2076
H -0.6049 -2.1822 -0.6239
H 0.0966 -2.9912 0.7309

=====

No. 4
47
Properties=species:S:1:pos:R:3 method="wB97M-V/def2-TZVPD" total_charge=0 total_energy_ev=-31446.598 smiles="COc1ccc(F)cc1C(=O)[C@@H]1CCCN(Cc2ccc(O)cc2)C1" orbital_gap_ha=0.3226 e_homo_ev=-8.085
C -1.7145 -2.8865 2.5632
O -1.0475 -2.4830 1.3911
C -1.7435 -1.8149 0.4396
C -3.0764 -1.4292 0.5533
C -3.6872 -0.6985 -0.4506
C -2.9512 -0.3416 -1.5613
F -3.5288 0.4084 -2.5301
C -1.6280 -0.7123 -1.7052
C -1.0226 -1.4654 -0.7131
C 0.3939 -1.9184 -0.8916
O 0.7042 -3.0818 -0.9659
C 1.3869 -0.7853 -0.9301
C 2.5704 -1.0397 -1.8701
C 3.8233 -0.3141 -1.3630
C 3.4314 0.9435 -0.5951
N 2.7325 0.5858 0.6295
C 2.0688 1.6991 1.3000
C 0.6304 1.9307 0.9025
C -0.3986 1.4615 1.7137
C -1.7220 1.6156 1.3579
C -2.0513 2.2386 0.1585
O -3.3656 2.3730 -0.1553
C -1.0349 2.7118 -0.6616
C 0.2881 2.5669 -0.2843
C 1.9434 -0.6189 0.5050
H -0.9691 -3.4159 3.1541
H -2.0835 -2.0258 3.1307
H -2.5455 -3.5627 2.3413
H -3.6534 -1.6943 1.4243
H -4.7167 -0.3916 -0.3645
H -1.0851 -0.4367 -2.5959
H 0.8658 0.1391 -1.1920
H 2.7525 -2.1143 -1.9232
H 2.3136 -0.6925 -2.8731
H 4.3986 -0.9598 -0.6997
H 4.4650 -0.0427 -2.2021
H 4.3264 1.5088 -0.3117
H 2.8246 1.5836 -1.2550
H 2.1055 1.4913 2.3757
H 2.6637 2.5956 1.1103
H -0.1577 0.9805 2.6514
H -2.5189 1.2658 1.9946
H -3.4604 2.7437 -1.0418
H -1.2826 3.2037 -1.5932
H 1.0609 2.9688 -0.9239
H 2.5682 -1.4898 0.7290
H 1.1269 -0.6000 1.2277

=====

No. 5
50
Properties=species:S:1:pos:R:3 method="wB97M-V/def2-TZVPD" total_charge=0 total_energy_ev=-37586.088 smiles="CCC1=CC(=O)c2c(cc(CCOC(C)=O)c(CCCF)c2CON=O)C1=O" orbital_gap_ha=0.3230 e_homo_ev=-9.564
C -4.8430 -3.5864 -0.1853
C -3.5406 -4.0800 0.4755
C -2.2445 -3.4512 -0.0473
C -1.0963 -4.0583 0.2377
C 0.2184 -3.5004 -0.2202
O 1.1229 -4.2602 -0.5035
C 0.2918 -1.9962 -0.3398
C -0.8918 -1.3578 -0.6645
C -0.8900 -0.0002 -0.8371
C 0.2522 0.7465 -0.6911
C 0.2732 2.2422 -0.9201
C -0.9409 3.0007 -0.3447
O -1.2227 4.1490 -1.1564
C -0.3215 5.1385 -1.0188
C -0.4507 6.2820 -2.0094
O 0.5371 5.1841 -0.1611
C 1.4291 0.0864 -0.3308
C 2.7327 0.8783 -0.1640
C 2.8056 1.6962 1.1588
C 1.9377 1.1745 2.2903
F 2.4379 -0.0066 2.8256
C 1.4735 -1.2916 -0.1437
C 2.7090 -2.0626 0.2587
O 2.4267 -2.8620 1.4300
N 3.6036 -2.9308 2.2069
O 3.3378 -2.8201 3.3371
C -2.1697 -2.1704 -0.8277
O -3.0384 -1.7386 -1.5590
H -5.5798 -4.3953 -0.0762
H -5.2657 -2.7317 0.3491
H -4.7494 -3.4090 -1.2547
H -3.5741 -4.0181 1.5688
H -3.4519 -5.1524 0.2584
H -1.0886 -4.9813 0.8139
H -1.8131 0.5058 -1.1121
H 1.1697 2.7375 -0.5599
H 0.2558 2.4075 -2.0100
H -1.8439 2.3899 -0.3007
H -0.7262 3.2744 0.6949
H -0.0509 7.1974 -1.5694
H 0.1264 6.0901 -2.9188
H -1.4978 6.4887 -2.2556
H 2.7232 1.6084 -0.9839
H 3.6140 0.2657 -0.3389
H 3.8405 1.6922 1.5236
H 2.5320 2.7460 0.9990
H 1.9897 1.9124 3.1045
H 0.8769 1.0727 2.0401
H 3.5515 -1.4227 0.5207
H 3.0228 -2.6830 -0.5890

=====

No. 6
47
Properties=species:S:1:pos:R:3 method="wB97M-V/def2-TZVPD" total_charge=+2 s_squared=6.04 multiplicity=5 total_energy_ev=-30436.515 orbital_gap_ha="0.3020 / 0.2040" e_homo_ev="-14.156 / -14.274"
Ir 0.8236 -0.2177 -0.4725
N -0.5050 0.0282 -2.4551
C -1.6045 -0.8780 -2.3871
C -2.8105 -0.6307 -2.9974
C -3.8445 -1.5740 -2.9292
C -3.6642 -2.7654 -2.2793
C -2.4467 -3.0446 -1.6232
C -2.1989 -4.2377 -0.9132
C -1.0138 -4.3856 -0.2376
C -0.0898 -3.3349 -0.2403
N -0.2746 -2.2151 -0.9114
C -1.4174 -2.0624 -1.6330
H -0.8222 0.9319 -2.7988
H 0.2026 -0.3260 -3.1016
H -2.9582 0.2871 -3.5456
H -4.7833 -1.3515 -3.4071
H -4.4505 -3.5030 -2.2458
H -2.9520 -5.0120 -0.8968
H -0.7877 -5.2889 0.3066
H 0.8236 -3.4216 0.3311
N 2.8552 -1.3730 0.0651
H 3.6982 -0.8109 -0.0209
H 2.9601 -2.1607 -0.5689
H 2.8492 -1.7519 1.0087
C 3.1347 2.1388 -1.9491
O 1.8188 1.6572 -1.6739
H 3.8428 1.4704 -1.4698
H 3.2602 3.1485 -1.5593
H 3.3253 2.1390 -3.0231
H 1.2078 2.3375 -1.9740
C 1.9279 3.8214 3.3843
C 2.6336 3.1015 2.4215
C 2.0334 2.0453 1.7642
C 0.7047 1.6658 2.0370
C 0.0668 0.5884 1.3544
C -1.2110 0.2031 1.7699
C -1.9046 0.9125 2.7477
C -1.3194 2.0015 3.3634
C -0.0053 2.3882 3.0424
C 0.6265 3.4742 3.6848
H 2.4028 4.6441 3.8959
H 3.6554 3.3694 2.2018
H 2.5881 1.4716 1.0323
H -1.6908 -0.6671 1.3362
H -2.9029 0.6061 3.0184
H -1.8596 2.5503 4.1195
H 0.0761 4.0307 4.4287

=====

No. 7
44
Properties=species:S:1:pos:R:3 method="wB97M-V/def2-TZVPD" total_charge=0 total_energy_ev=-24076.005 smiles="CN(C)/C=C/[C@H](c1ccccc1)[C@@](C)(C#N)c1ccccc1" orbital_gap_ha=0.3045 e_homo_ev=-7.590
C 0.0999 4.9711 -1.6246
N -0.5680 3.6887 -1.6103
C -1.8664 3.6051 -2.2387
C 0.0413 2.6249 -1.0694
C -0.5426 1.3959 -0.9060
C 0.1920 0.1978 -0.3344
C -0.4525 -1.1216 -0.8084
C 0.3911 -2.1640 -1.2047
C -0.1371 -3.3937 -1.5785
C -1.5251 -3.5604 -1.6386
C -2.3728 -2.4892 -1.3315
C -1.8305 -1.2635 -0.9166
C 0.2141 0.1793 1.1724
C 0.8405 1.4315 1.8108
C -1.1892 0.1099 1.6360
N -2.2613 0.1508 2.1008
C 0.9519 -1.1032 1.7225
C 2.3471 -1.1106 1.8711
C 3.0063 -2.2715 2.2738
C 2.2833 -3.4378 2.5358
C 0.8887 -3.4135 2.4614
C 0.2275 -2.2434 2.0868
H -0.4982 5.6647 -2.2190
H 0.1984 5.3655 -0.6040
H 1.1097 4.8915 -2.0478
H -2.0897 4.6068 -2.6146
H -1.8872 2.9019 -3.0829
H -2.6457 3.3134 -1.5241
H 1.0716 2.8210 -0.7374
H -1.5605 1.2572 -1.2698
H 1.2386 0.2369 -0.6907
H 1.4716 -1.9981 -1.1617
H 0.5450 -4.2013 -1.8706
H -1.9446 -4.5124 -1.9597
H -3.4570 -2.5797 -1.4494
H -2.5010 -0.4308 -0.6740
H 1.9305 1.3842 1.8295
H 0.5386 2.3154 1.2494
H 0.4716 1.5343 2.8418
H 2.9377 -0.2181 1.6356
H 4.0954 -2.2546 2.3731
H 2.8000 -4.3425 2.8412
H 0.3027 -4.2985 2.7001
H -0.8658 -2.2397 2.0255

=====

No. 8
48
Properties=species:S:1:pos:R:3 method="wB97M-V/def2-TZVPD" total_charge=0 total_energy_ev=-32267.490 smiles="Cc1ccc(C(=O)CCC(=O)N2CCN(C(=O)c3ccco3)CC2)cc1" orbital_gap_ha=0.3383 e_homo_ev=-8.796
C 2.4558 5.8471 -3.5136
C 2.1403 4.3938 -3.3492
C 0.8474 3.9798 -3.0449
C 0.5603 2.6438 -2.8696
C 1.5611 1.6768 -2.9801
C 1.1840 0.2723 -2.7352
O 0.0319 -0.1054 -2.7854
C 2.2889 -0.6911 -2.3271
C 2.8228 -0.2890 -0.9403
C 1.7019 0.3005 -0.0926
O 1.6741 1.4943 0.1504
N 0.7261 -0.5298 0.3346
C 0.6637 -1.9669 0.2181
C 0.4649 -2.5803 1.6103
N -0.7098 -2.0283 2.2508
C -1.7823 -2.8399 2.4367
O -1.7512 -4.0161 2.1019
C -3.0025 -2.3282 3.0847
C -4.1980 -3.0011 3.1531
C -5.0739 -2.1882 3.9012
C -4.3542 -1.0842 4.2439
O -3.1070 -1.1555 3.7577
C -0.6379 -0.5910 2.3687
C -0.4454 0.0263 0.9799
C 2.8550 2.0896 -3.2924
C 3.1332 3.4290 -3.4775
H 2.6275 6.2977 -2.5355
H 1.6271 6.3731 -3.9825
H 3.3519 5.9882 -4.1131
H 0.0635 4.7164 -2.9433
H -0.4407 2.3190 -2.6289
H 3.0989 -0.6843 -3.0566
H 1.8549 -1.6918 -2.3066
H 3.3005 -1.1369 -0.4481
H 3.5600 0.5082 -1.0450
H 1.5773 -2.3672 -0.2138
H -0.1828 -2.2384 -0.4241
H 0.3273 -3.6599 1.5316
H 1.3388 -2.3624 2.2349
H -4.3999 -3.9559 2.7145
H -6.0934 -2.3961 4.1519
H -4.6062 -0.2096 4.8112
H -1.5364 -0.1897 2.8271
H 0.2228 -0.3370 2.9989
H -0.3024 1.1053 1.0552
H -1.3226 -0.1842 0.3566
H 3.6502 1.3700 -3.4166
H 4.1405 3.7342 -3.7238

=====

Computed energy above the lowest of the compared OMol25 structures with the same formula, charge and spin (kcal per mole) in order:
18.9, 202.1, 88.8, 33.6, 73.3, 1.8, 33.1, 52.9